81
Properties=species:S:1:pos:R:3:forces:R:3:mulliken_charge:R:1 method="wB97M-V/def2-TZVPD" total_charge=+3 e_lumo_ev=-10.41 orbital_gap_ev=5.676 largest_force_ev_per_a=1.01 total_energy_ev=-89177.6490
Ta -0.405 -0.696 -0.425 0.2121 -0.6090 -0.3405 0.074
C -1.761 -1.196 3.139 -0.4293 -0.0756 0.3840 -0.959
Si -0.388 -0.388 2.251 -0.0597 -0.1063 -1.0042 0.776
C 1.226 -1.179 2.706 0.1683 -0.0989 0.3252 0.716
C 1.479 -1.331 4.073 0.1157 -0.1374 0.0941 -0.590
C 2.646 -1.937 4.526 -0.0409 0.0212 -0.0595 -0.901
C 3.587 -2.413 3.618 0.0027 0.0210 -0.0031 -0.829
C 3.361 -2.271 2.257 0.0335 -0.0231 0.0962 -0.323
C 2.185 -1.664 1.811 0.2826 -0.1624 0.0517 -0.127
P 1.981 -1.498 0.047 -0.1852 0.6088 0.6159 1.879
C 3.479 -0.826 -0.635 0.0896 -0.0091 -0.2281 0.963
C 4.088 -1.371 -1.764 0.1194 0.0724 -0.0439 -0.935
C 5.286 -0.828 -2.213 -0.0531 -0.0341 -0.0215 -0.705
C 5.860 0.242 -1.541 0.0397 0.0277 -0.0003 -0.637
C 5.250 0.781 -0.411 0.0182 -0.0041 -0.0251 -0.704
C 4.055 0.252 0.044 0.0859 0.0047 0.0527 -0.589
C 1.466 -2.999 -0.745 -0.1150 -0.1499 -0.1887 0.087
C 1.318 -4.213 -0.062 -0.0764 -0.0773 -0.0973 -0.733
C 0.863 -5.321 -0.756 -0.0333 0.0187 -0.0664 -0.778
C 0.543 -5.222 -2.115 0.0369 -0.0118 0.0041 -0.610
C 0.670 -4.016 -2.794 -0.0150 -0.1209 0.0352 -0.925
C 1.122 -2.897 -2.108 -0.0796 0.0289 0.0336 -0.205
C -0.391 1.460 2.430 0.0989 0.2352 0.1225 0.564
C -0.097 1.998 3.686 0.0160 0.1027 0.0670 -0.719
C -0.073 3.372 3.888 -0.0089 -0.0229 -0.0010 -0.852
C -0.326 4.243 2.833 0.0152 0.0141 0.0250 -0.891
C -0.616 3.737 1.577 0.0270 0.0068 0.0726 -0.347
C -0.662 2.354 1.387 0.1004 0.2962 -0.0686 0.696
P -1.075 1.751 -0.245 -0.3824 -0.2480 0.4661 1.069
C 0.044 2.367 -1.491 0.0746 -0.1288 -0.1755 0.511
C 1.389 1.987 -1.349 -0.0392 -0.0868 -0.0927 0.023
C 2.323 2.377 -2.297 -0.0017 0.0000 -0.0577 -0.707
C 1.916 3.156 -3.374 0.0148 -0.0006 -0.0004 -0.748
C 0.583 3.536 -3.515 -0.0391 -0.0438 0.0176 -0.773
C -0.366 3.130 -2.587 0.1162 0.0240 -0.0756 -0.887
C -2.762 2.070 -0.703 -0.1548 0.0832 -0.0688 1.015
C -3.592 2.844 0.105 -0.0417 0.0176 -0.0276 -0.745
C -4.892 3.103 -0.308 -0.0009 -0.0397 -0.0047 -0.715
C -5.360 2.577 -1.505 -0.0195 -0.0072 0.0058 -0.681
C -4.541 1.779 -2.301 0.0597 0.0201 0.0735 -0.790
C -3.238 1.527 -1.904 -0.1128 0.0352 -0.0062 -0.396
H -1.682 -0.994 4.215 -0.0305 -0.0350 -0.1248 0.424
H -2.721 -0.798 2.802 0.0415 -0.1155 0.1152 0.266
H -1.732 -2.277 2.991 -0.0843 0.0090 0.0314 0.358
H 0.758 -0.985 4.810 0.0760 -0.0502 -0.0850 0.331
H 2.820 -2.041 5.590 0.0050 0.0038 -0.0399 0.483
H 4.497 -2.885 3.967 -0.0547 0.0202 -0.0006 0.491
H 4.105 -2.623 1.550 -0.0324 0.0082 0.0302 0.516
H 3.665 -2.225 -2.279 0.0175 0.0369 0.0379 0.484
H 5.776 -1.253 -3.079 -0.0150 0.0157 0.0392 0.481
H 6.800 0.652 -1.889 -0.0323 -0.0173 0.0106 0.462
H 5.716 1.599 0.122 -0.0130 -0.0141 -0.0228 0.457
H 3.603 0.649 0.947 -0.0090 -0.0067 -0.0205 0.347
H 1.567 -4.289 0.990 0.0153 0.0298 -0.0307 0.484
H 0.765 -6.271 -0.245 0.0010 0.0425 -0.0491 0.480
H 0.197 -6.101 -2.647 0.0261 0.0428 0.0389 0.462
H 0.431 -3.952 -3.849 0.0001 -0.0024 0.0586 0.496
H 1.265 -1.961 -2.649 0.0597 0.0184 -0.0048 0.577
H 0.119 1.347 4.529 -0.0166 0.0558 -0.0917 0.336
H 0.152 3.766 4.871 -0.0069 -0.0008 -0.0359 0.474
H -0.295 5.313 2.990 -0.0021 -0.0261 0.0031 0.477
H -0.805 4.418 0.755 0.0010 -0.0109 -0.0138 0.543
H 1.717 1.441 -0.467 0.0003 0.0844 0.0543 0.474
H 3.363 2.096 -2.188 -0.0309 -0.0094 0.0162 0.388
H 2.644 3.478 -4.110 -0.0415 -0.0122 0.0396 0.467
H 0.283 4.152 -4.354 0.0167 -0.0241 0.0474 0.467
H -1.402 3.420 -2.707 0.0182 -0.0107 0.0297 0.507
H -3.231 3.250 1.041 -0.0161 -0.0069 -0.0185 0.444
H -5.538 3.720 0.305 0.0268 -0.0258 -0.0329 0.482
H -6.374 2.789 -1.822 0.0482 -0.0092 0.0022 0.456
H -4.915 1.374 -3.233 0.0226 0.0105 0.0428 0.502
H -2.592 0.934 -2.548 0.0063 0.0017 0.0160 0.491
Te -1.989 -2.802 -0.577 0.3533 0.3442 0.0872 0.247
C -3.824 -1.855 -0.623 0.0600 -0.0560 -0.1048 0.259
C -4.746 -2.040 -1.619 -0.2445 0.1230 -0.0566 -0.491
C -5.983 -1.411 -1.309 0.1429 -0.0165 -0.0293 -0.666
C -5.958 -0.777 -0.098 -0.1188 0.0253 -0.0564 -0.531
S -4.454 -0.953 0.682 -0.1352 0.1814 0.1428 0.066
H -4.565 -2.608 -2.524 -0.0281 0.0354 0.0867 0.452
H -6.851 -1.439 -1.954 0.0478 -0.0111 0.0629 0.455
H -6.758 -0.231 0.384 0.0872 -0.0688 -0.0603 0.529